Entry 1:
A structure of composition C34H43Ge2N5O2SW. Source: OMol25; level of theory: ωB97M-V with the def2-TZVPD basis set.

Computed properties:
Frontier orbital gap (spin up / spin down): 0.2720 / 0.1876 hartree
Expectation value of S²: 3.78
Energy relative to the best compared isomer or geometry (same formula, charge and spin): 75.4 kJ/mol
Total charge: +3
Multiplicity: 4

Each line ends with the Löwdin spin population.
Geometry (Å):
W: 0.76 -0.37 0.91  1.78
N: 0.95 1.11 2.56  0.03
C: 1.00 0.50 3.91  0.01
C: -0.15 -0.47 3.97  0.00
N: -0.14 -1.34 2.75  0.01
C: 0.48 -2.68 2.98  0.00
C: 1.98 -2.59 2.89  0.00
N: 2.32 -1.98 1.57  0.04
H: 1.70 1.79 2.46  0.00
H: 0.10 1.68 2.48  0.01
H: 0.90 1.26 4.68  0.00
H: 1.97 0.02 4.05  0.00
H: -1.09 0.08 3.96  0.00
H: -0.13 -1.08 4.87  0.00
H: -1.11 -1.51 2.49  0.00
H: 0.10 -3.35 2.20  0.00
H: 0.15 -3.08 3.94  0.00
H: 2.42 -3.58 3.01  0.00
H: 2.40 -1.96 3.67  0.00
H: 2.23 -2.71 0.87  0.00
H: 3.29 -1.69 1.56  0.00
O: -0.20 -2.19 0.24  0.02
S: -0.17 -1.95 -1.27  0.01
O: -1.43 -1.63 -1.85  0.00
N: 0.86 -0.73 -1.14  0.09
C: 1.89 -0.25 -1.95  -0.01
C: 2.05 -0.41 -3.30  0.04
C: 3.19 0.14 -3.92  -0.01
C: 4.14 0.82 -3.20  0.03
C: 3.98 0.99 -1.80  0.00
C: 4.93 1.62 -0.98  0.03
C: 4.72 1.67 0.38  0.00
C: 3.54 1.15 0.90  0.03
N: 2.58 0.59 0.17  0.00
C: 2.83 0.47 -1.19  0.01
C: 0.53 -3.30 -2.09  0.00
C: 1.86 -3.64 -1.86  0.00
C: 2.38 -4.75 -2.50  0.00
C: 1.56 -5.51 -3.34  0.00
C: 0.24 -5.15 -3.56  0.00
C: -0.30 -4.04 -2.94  0.00
H: 1.32 -0.94 -3.89  0.00
H: 3.32 0.02 -4.99  0.00
H: 5.02 1.23 -3.69  0.00
H: 5.83 2.03 -1.42  0.00
H: 5.45 2.11 1.04  0.00
H: 3.40 1.18 1.98  0.00
H: 2.50 -3.03 -1.24  0.00
H: 3.41 -5.03 -2.36  0.00
H: 1.97 -6.38 -3.84  0.00
H: -0.38 -5.74 -4.23  0.00
H: -1.32 -3.74 -3.11  0.00
C: -5.15 0.96 0.24  0.04
Ge: -3.68 -0.13 0.88  0.17
C: -3.58 -0.08 2.83  0.04
C: -3.76 -1.95 0.24  0.03
Ge: -1.38 0.94 0.21  0.28
C: -1.68 1.57 -1.60  0.07
C: -0.77 2.51 -2.12  0.04
C: -0.89 2.95 -3.43  0.00
C: -1.96 2.52 -4.21  0.04
C: -2.87 1.60 -3.70  0.00
C: -2.73 1.12 -2.41  0.02
C: -1.21 2.74 1.08  0.05
C: -2.36 3.28 1.66  0.02
C: -2.36 4.55 2.21  0.00
C: -1.22 5.33 2.16  0.00
C: -0.07 4.83 1.57  0.00
C: -0.06 3.55 1.04  0.00
H: -6.01 0.64 0.84  0.01
H: -5.37 0.76 -0.81  0.00
H: -5.02 2.03 0.37  0.00
H: -4.61 -0.04 3.20  0.01
H: -3.08 0.81 3.22  0.00
H: -3.13 -0.98 3.24  0.00
H: -4.67 -2.39 0.67  0.01
H: -2.90 -2.53 0.56  0.00
H: -3.84 -1.99 -0.85  0.00
H: 0.03 2.89 -1.51  0.00
H: -0.18 3.65 -3.83  0.00
H: -2.08 2.90 -5.21  0.00
H: -3.69 1.26 -4.32  0.00
H: -3.42 0.38 -2.05  0.00
H: -3.28 2.71 1.70  0.00
H: -3.26 4.94 2.66  0.00
H: -1.22 6.34 2.57  0.00
H: 0.82 5.44 1.51  0.00
H: 0.85 3.19 0.56  0.00

Entry 2:
A structure of composition C34H43IMnN4O9SSi. Source: OMol25; level of theory: ωB97M-V with the def2-TZVPD basis set.

Computed properties:
Frontier orbital gap (spin up / spin down): 0.2297 / 0.2189 hartree
Expectation value of S²: 0.85
Multiplicity: 2

Each line ends with the Löwdin spin population.
Geometry (Å):
Mn: -0.25 -0.35 0.49  0.83
C: 0.30 -3.67 -2.15  0.00
C: 1.58 -3.14 -1.58  0.00
N: 2.63 -3.91 -1.54  0.00
C: 3.76 -3.49 -0.96  0.00
C: 3.88 -2.25 -0.36  0.00
C: 5.17 -1.84 0.31  0.00
O: 4.92 -1.25 1.58  0.00
C: 2.76 -1.40 -0.35  0.00
C: 2.80 -0.11 0.25  0.00
N: 1.75 0.51 0.65  0.00
C: 1.86 1.80 1.18  0.00
C: 2.83 2.10 2.14  0.00
C: 2.92 3.38 2.67  0.00
C: 2.06 4.37 2.24  0.00
C: 1.09 4.09 1.29  0.00
C: 0.99 2.81 0.78  0.00
I: -0.51 2.36 -0.66  0.00
C: 1.57 -1.84 -0.99  0.01
O: 0.51 -1.10 -1.04  -0.02
H: 0.49 -4.61 -2.66  0.00
H: -0.14 -2.94 -2.82  0.00
H: -0.41 -3.82 -1.34  0.00
H: 4.58 -4.19 -0.98  0.00
H: 5.68 -1.10 -0.34  0.00
H: 5.83 -2.71 0.40  0.00
H: 5.65 -1.46 2.17  0.00
H: 3.77 0.38 0.33  0.00
H: 3.48 1.31 2.48  0.00
H: 3.67 3.59 3.41  0.00
H: 2.14 5.37 2.63  0.00
H: 0.40 4.84 0.95  0.00
C: -2.14 -2.00 4.51  0.00
C: -1.70 -3.46 4.46  0.00
C: -0.20 -3.59 4.70  0.00
C: -2.46 -4.29 5.50  0.00
O: -2.06 -4.00 3.19  0.00
Si: -1.37 -4.08 1.73  0.01
S: -0.11 -2.30 1.51  0.12
O: -2.48 -4.23 0.60  0.00
C: -3.92 -4.27 0.59  0.00
C: -4.32 -4.56 -0.86  0.00
C: -4.38 -5.40 1.51  0.00
C: -4.51 -2.94 1.04  0.00
O: -0.17 -5.12 1.55  0.00
C: 0.03 -6.53 1.46  0.00
C: -0.36 -7.01 0.05  0.00
C: 1.53 -6.75 1.69  0.00
C: -0.80 -7.26 2.51  0.00
H: -1.86 -1.55 5.46  0.00
H: -3.21 -1.93 4.38  0.00
H: -1.65 -1.44 3.71  0.00
H: 0.05 -3.24 5.70  0.00
H: 0.35 -3.00 3.97  0.00
H: 0.10 -4.63 4.59  0.00
H: -2.25 -3.91 6.50  0.00
H: -2.15 -5.33 5.44  0.00
H: -3.53 -4.23 5.32  0.00
H: -3.95 -5.54 -1.17  0.00
H: -3.91 -3.80 -1.52  0.00
H: -5.41 -4.55 -0.94  0.00
H: -3.96 -6.35 1.18  0.00
H: -5.47 -5.47 1.49  0.00
H: -4.05 -5.20 2.52  0.00
H: -4.20 -2.15 0.37  0.00
H: -4.16 -2.70 2.04  0.00
H: -5.59 -3.00 1.04  0.00
H: 0.19 -6.42 -0.68  0.00
H: -1.42 -6.86 -0.11  0.00
H: -0.11 -8.06 -0.07  0.00
H: 2.09 -6.18 0.96  0.00
H: 1.78 -7.81 1.58  0.00
H: 1.80 -6.42 2.69  0.00
H: -1.86 -7.09 2.34  0.00
H: -0.56 -6.88 3.50  0.00
H: -0.60 -8.32 2.48  0.00
N: -2.99 -0.85 -0.71  0.03
C: -2.00 -0.72 -0.15  -0.02
O: -1.29 2.62 2.65  0.00
C: -0.71 1.57 2.88  0.00
O: -0.66 0.57 2.08  0.02
C: 0.06 1.37 4.17  0.00
C: 0.95 0.32 4.30  0.00
C: 1.69 0.17 5.46  0.00
C: 1.50 1.09 6.49  0.00
C: 0.60 2.14 6.38  0.00
C: -0.11 2.28 5.20  0.00
N: 2.26 0.93 7.70  0.00
O: 3.06 0.01 7.76  0.00
O: 2.07 1.72 8.60  0.00
H: 1.07 -0.39 3.48  0.00
H: 2.39 -0.64 5.58  0.00
H: 0.48 2.81 7.21  0.00
H: -0.81 3.09 5.08  0.00

Entry 3:
A structure of composition C34H44AsGaN5P. Source: OMol25; level of theory: ωB97M-V with the def2-TZVPD basis set.

Computed properties:
Frontier orbital gap: 0.2754 hartree
Energy relative to the best compared isomer or geometry (same formula, charge and spin): 0.0 kJ/mol
Total charge: +2
Multiplicity: 1

Each line ends with the Mulliken charge.
Geometry (Å):
Ga: 1.55 0.27 0.41  -0.41
C: 4.57 -2.14 -2.19  -1.07
N: 4.89 -1.91 -0.78  0.08
C: 6.29 -2.13 -0.39  -1.14
C: 3.97 -1.33 0.00  0.69
N: 2.74 -1.10 -0.39  0.13
N: 4.38 -0.99 1.28  -0.05
C: 3.62 -0.51 2.33  0.69
N: 4.23 -0.58 3.53  -0.43
N: 2.45 0.01 2.16  0.19
H: 5.39 -2.67 -2.65  0.28
H: 4.42 -1.20 -2.72  0.38
H: 3.68 -2.77 -2.29  0.43
H: 6.66 -2.98 -0.95  0.36
H: 6.39 -2.42 0.66  0.44
H: 6.90 -1.26 -0.61  0.37
H: 2.58 -1.36 -1.35  0.25
H: 5.34 -1.17 1.50  0.09
H: 5.08 -1.10 3.68  0.18
H: 3.81 -0.14 4.33  0.21
H: 1.97 0.27 3.01  0.16
C: 2.95 3.72 -1.77  -1.69
C: 3.03 2.52 -0.83  0.93
C: 3.74 2.92 0.47  -1.26
C: 1.63 1.96 -0.57  -0.67
H: 3.94 4.13 -1.98  0.44
H: 2.34 4.51 -1.33  0.37
H: 2.49 3.44 -2.72  0.39
H: 3.63 1.75 -1.33  -0.05
H: 3.16 3.66 1.01  0.33
H: 4.72 3.36 0.26  0.44
H: 3.90 2.07 1.13  0.12
H: 1.14 1.76 -1.53  0.23
H: 1.00 2.72 -0.08  0.64
C: -1.74 -0.10 -0.42  -0.43
C: -1.48 -0.96 -1.65  -1.77
As: -2.69 -0.54 -3.19  0.27
C: -2.55 1.40 -2.96  -0.11
C: -3.37 2.17 -2.14  0.25
C: -3.13 3.53 -1.98  -0.76
C: -2.07 4.13 -2.64  -0.55
C: -1.25 3.38 -3.47  -0.64
C: -1.50 2.02 -3.63  -0.40
C: -4.39 -0.89 -2.31  0.35
C: -5.53 -0.24 -2.78  -0.46
C: -6.78 -0.52 -2.26  -0.57
C: -6.91 -1.47 -1.25  -0.56
C: -5.79 -2.14 -0.79  -0.69
C: -4.54 -1.86 -1.32  -0.13
P: -0.62 -0.53 0.93  0.75
C: -1.00 0.47 2.39  0.13
C: -0.88 -0.06 3.67  -0.54
C: -1.09 0.76 4.78  -0.68
C: -1.41 2.10 4.60  -0.58
C: -1.52 2.63 3.32  -0.84
C: -1.31 1.82 2.21  -0.27
C: -0.85 -2.26 1.35  0.65
C: -2.10 -2.67 1.82  -0.55
C: -2.34 -4.01 2.08  -0.84
C: -1.33 -4.94 1.87  -0.61
C: -0.09 -4.54 1.40  -0.63
C: 0.16 -3.20 1.14  -0.36
H: -2.78 -0.19 -0.07  0.73
H: -1.57 0.95 -0.65  0.41
H: -1.57 -2.02 -1.43  0.53
H: -0.47 -0.79 -2.03  0.38
H: -4.20 1.71 -1.62  0.40
H: -3.79 4.12 -1.35  0.47
H: -1.89 5.20 -2.52  0.44
H: -0.44 3.85 -4.00  0.50
H: -0.88 1.45 -4.31  0.43
H: -5.44 0.50 -3.57  0.46
H: -7.65 -0.01 -2.64  0.41
H: -7.89 -1.70 -0.85  0.40
H: -5.89 -2.90 -0.02  0.42
H: -3.68 -2.41 -0.95  0.39
H: -0.65 -1.11 3.82  0.48
H: -1.02 0.35 5.77  0.46
H: -1.58 2.73 5.46  0.43
H: -1.77 3.67 3.18  0.48
H: -1.41 2.24 1.22  0.31
H: -2.89 -1.94 1.98  0.54
H: -3.31 -4.33 2.44  0.47
H: -1.52 -5.99 2.07  0.43
H: 0.69 -5.27 1.24  0.46
H: 1.12 -2.88 0.76  0.08

Entry 4:
A structure of composition C34H44BCoN8O2S3. Source: OMol25; level of theory: ωB97M-V with the def2-TZVPD basis set.

Computed properties:
Frontier orbital gap: 0.2578 hartree
Energy relative to the best compared isomer or geometry (same formula, charge and spin): 0.0 kJ/mol
Total charge: +2
Multiplicity: 1

Each line ends with the Mulliken charge.
Geometry (Å):
Co: -0.80 -1.15 0.66  -1.50
C: -0.03 -1.92 -4.44  -2.01
C: 0.98 -0.78 -4.51  1.06
C: 2.38 -1.36 -4.70  -1.49
C: 0.61 0.17 -5.65  -1.62
N: 1.00 0.06 -3.24  0.92
C: 1.91 1.10 -3.14  -0.39
C: 1.72 1.71 -1.95  -1.27
N: 0.68 1.05 -1.33  0.99
B: -0.03 1.30 -0.02  -0.10
N: -1.38 1.96 -0.26  0.82
C: -1.65 3.05 -1.07  -1.31
C: -2.98 3.22 -1.08  -0.41
N: -3.54 2.22 -0.30  0.72
C: -2.55 1.46 0.18  0.36
S: -2.61 0.04 1.18  -0.52
C: -5.05 2.15 -0.14  1.14
C: -5.63 1.92 -1.53  -1.51
C: -5.48 1.04 0.80  -2.08
C: -5.50 3.49 0.44  -1.55
N: 0.71 1.78 1.21  1.18
C: 1.25 3.03 1.45  -1.01
C: 1.69 3.05 2.72  -0.58
N: 1.39 1.83 3.29  0.44
C: 0.79 1.05 2.37  0.36
S: 0.28 -0.60 2.61  -0.35
C: 1.77 1.44 4.71  1.07
C: 2.33 2.67 5.41  -2.17
C: 2.85 0.37 4.63  -1.43
C: 0.53 0.96 5.46  -1.48
C: 0.26 0.03 -2.12  -0.24
S: -1.08 -1.02 -1.69  -0.40
H: 0.04 -2.45 -5.38  0.57
H: -1.05 -1.56 -4.33  0.49
H: 0.19 -2.61 -3.63  0.29
H: 2.38 -2.00 -5.58  0.54
H: 2.66 -1.96 -3.83  0.24
H: 3.13 -0.59 -4.86  0.38
H: 0.51 -0.41 -6.57  0.46
H: 1.36 0.93 -5.82  0.39
H: -0.35 0.66 -5.45  0.34
H: 2.60 1.32 -3.93  0.61
H: 2.23 2.55 -1.51  0.64
H: -0.28 0.19 0.37  -0.07
H: -0.87 3.61 -1.57  0.67
H: -3.58 3.96 -1.57  0.57
H: -5.14 1.07 -2.02  0.34
H: -5.53 2.79 -2.17  0.39
H: -6.69 1.69 -1.44  0.45
H: -5.24 0.05 0.40  0.38
H: -6.56 1.11 0.90  0.60
H: -5.05 1.14 1.79  0.45
H: -5.30 4.33 -0.23  0.41
H: -5.00 3.69 1.39  0.36
H: -6.57 3.46 0.61  0.46
H: 1.26 3.80 0.70  0.58
H: 2.15 3.85 3.27  0.58
H: 3.24 3.04 4.95  0.49
H: 2.58 2.38 6.43  0.48
H: 1.60 3.48 5.47  0.48
H: 3.75 0.75 4.14  0.38
H: 2.51 -0.52 4.10  0.29
H: 3.12 0.07 5.65  0.48
H: -0.33 1.61 5.26  0.36
H: 0.74 1.01 6.53  0.49
H: 0.26 -0.06 5.21  0.35
O: 6.54 -0.32 -1.86  -0.48
C: 5.86 -1.45 -2.09  0.58
O: 6.30 -2.29 -2.82  -0.52
C: 4.51 -1.62 -1.43  1.28
C: 3.93 -0.69 -0.58  -0.62
C: 2.68 -0.92 -0.03  -0.71
C: 2.00 -2.09 -0.32  0.19
C: 2.57 -3.02 -1.20  -0.07
C: 3.82 -2.78 -1.74  -1.50
N: 0.73 -2.37 0.27  1.09
C: 0.50 -3.57 0.62  -0.14
C: -0.81 -3.88 1.18  0.11
C: -1.17 -5.14 1.61  -0.99
C: -2.45 -5.32 2.11  -0.33
C: -3.31 -4.24 2.15  -0.95
C: -2.88 -3.00 1.69  0.07
N: -1.64 -2.81 1.22  0.44
H: 6.10 0.25 -1.23  0.29
H: 4.43 0.23 -0.31  0.23
H: 2.25 -0.22 0.67  -0.08
H: 2.02 -3.90 -1.49  0.50
H: 4.27 -3.49 -2.43  0.45
H: 1.24 -4.35 0.53  0.68
H: -0.46 -5.95 1.55  0.52
H: -2.77 -6.29 2.46  0.47
H: -4.32 -4.34 2.52  0.47
H: -3.54 -2.15 1.70  0.47

Entry 5:
A structure of composition C34H44F4N3O3ReS. Source: OMol25; level of theory: ωB97M-V with the def2-TZVPD basis set.

Computed properties:
Frontier orbital gap (spin up / spin down): 0.2046 / 0.2398 hartree
Expectation value of S²: 1.04
Energy relative to the best compared isomer or geometry (same formula, charge and spin): 222.7 kJ/mol
Total charge: +1
Multiplicity: 2

Each line ends with the Löwdin spin population.
Geometry (Å):
Re: 0.26 -1.15 0.04  1.24
C: 1.46 -3.38 1.85  0.01
N: 0.13 -2.89 1.40  0.01
C: -0.63 -4.02 0.80  0.00
C: -0.60 -2.33 2.54  0.01
C: 0.03 -1.02 2.98  0.00
N: 0.73 -0.40 1.84  -0.09
C: 1.81 0.44 2.17  0.00
C: 2.92 0.55 1.33  -0.02
F: 2.89 -0.08 0.15  0.01
C: 4.06 1.24 1.67  0.00
F: 5.07 1.26 0.81  0.00
C: 4.14 1.92 2.86  -0.02
C: 3.04 1.89 3.68  0.00
F: 3.04 2.57 4.83  0.00
C: 1.91 1.18 3.36  -0.02
F: 0.86 1.27 4.19  0.00
H: 1.32 -4.23 2.53  0.00
H: 2.05 -3.69 1.00  0.00
H: 2.00 -2.59 2.37  0.00
H: -0.85 -4.77 1.57  0.00
H: -1.56 -3.67 0.36  0.00
H: -0.03 -4.48 0.02  0.00
H: -1.63 -2.19 2.23  0.00
H: -0.59 -3.05 3.37  0.00
H: -0.74 -0.37 3.37  0.00
H: 0.73 -1.20 3.80  0.00
H: 5.03 2.48 3.13  0.00
C: -1.47 1.78 1.34  0.02
C: -0.45 2.37 0.59  -0.09
C: -0.27 1.60 -0.63  0.01
C: -1.18 0.46 -0.52  0.00
C: -1.99 0.68 0.66  -0.12
C: -3.34 0.05 0.90  -0.01
C: -3.62 -0.22 2.38  0.00
C: -4.35 1.10 0.39  -0.01
C: -3.52 -1.23 0.08  0.01
C: 0.23 2.04 -2.01  0.01
C: -0.98 2.77 -2.66  0.00
C: 0.58 0.86 -2.91  0.01
C: 1.46 2.96 -2.05  0.00
C: 0.17 3.68 1.08  -0.01
C: -0.44 4.86 0.29  -0.01
C: 1.71 3.70 1.02  0.00
C: -0.24 3.92 2.55  0.00
H: -1.85 2.16 2.28  0.00
H: -1.70 0.07 -1.39  0.01
H: -3.32 0.62 3.02  0.00
H: -3.12 -1.12 2.73  0.00
H: -4.70 -0.37 2.53  0.00
H: -4.34 2.00 1.02  0.00
H: -5.36 0.67 0.43  0.00
H: -4.14 1.40 -0.64  0.00
H: -2.65 -1.89 0.16  0.00
H: -3.67 -1.01 -0.99  0.00
H: -4.40 -1.78 0.43  0.00
H: -1.81 2.08 -2.81  0.00
H: -0.68 3.16 -3.64  0.00
H: -1.32 3.61 -2.05  0.00
H: -0.26 0.20 -3.09  0.00
H: 1.41 0.30 -2.48  0.01
H: 0.91 1.25 -3.88  0.00
H: 1.34 3.88 -1.49  0.00
H: 1.64 3.24 -3.09  0.00
H: 2.35 2.44 -1.69  0.00
H: -0.14 4.87 -0.76  0.00
H: -0.11 5.80 0.74  0.00
H: -1.53 4.83 0.33  0.00
H: 2.13 2.87 0.45  0.00
H: 2.13 3.64 2.03  0.00
H: 2.08 4.63 0.58  0.00
H: -1.31 4.14 2.65  0.00
H: 0.31 4.79 2.92  0.00
H: 0.01 3.07 3.19  0.00
O: 1.88 -2.40 -0.89  0.02
C: 1.09 -2.71 -1.83  0.02
N: -0.15 -2.23 -1.72  0.00
S: -1.20 -2.97 -2.80  0.00
O: -1.93 -3.99 -2.11  0.00
O: -1.91 -2.00 -3.56  0.00
C: 0.13 -3.71 -3.72  0.00
C: 0.09 -4.39 -4.92  0.00
C: 1.29 -4.87 -5.43  0.00
C: 2.49 -4.67 -4.75  0.00
C: 2.53 -3.99 -3.54  0.00
C: 1.33 -3.51 -3.04  0.00
H: -0.84 -4.54 -5.45  0.00
H: 1.29 -5.40 -6.37  0.00
H: 3.41 -5.05 -5.17  0.00
H: 3.45 -3.83 -3.00  0.00